i) Formula: H2I2NP
Source: the Open Molecules 2025 dataset
Level of theory: ωB97M-V/def2-TZVPD

lowest unoccupied orbital energy: -0.025 Eh

```
! RIJCOSX wB97M-V def2-TZVPD def2/J DEFGRID3
* xyz 0 1
N -0.45 0.10 1.10
P 1.06 -2.00 3.72
I 0.76 0.21 2.75
I 3.24 -2.73 2.56
H 0.18 0.33 0.20
H -1.00 0.88 1.11
*
```

ii) Formula: H2I2NP
Source: the Open Molecules 2025 dataset
Level of theory: ωB97M-V/def2-TZVPD

lowest unoccupied orbital energy: -0.020 Eh
SMILES string: NP(I)I

```
! RIJCOSX wB97M-V def2-TZVPD def2/J DEFGRID3
* xyz 0 1
N -0.22 0.10 1.05
P -0.46 -0.84 -0.34
I 1.81 -1.54 -0.69
I -0.90 0.93 -2.14
H 0.65 0.59 0.93
H -0.88 0.76 1.18
*
```

Verdict on stability: ii) comes out on top.

i) Formula: H8O4
Source: the Open Molecules 2025 dataset
Level of theory: ωB97M-V/def2-TZVPD

lowest unoccupied orbital energy: 0.022 Eh
SMILES string: O.O.O.O

```
! RIJCOSX wB97M-V def2-TZVPD def2/J DEFGRID3
* xyz 0 1
O -0.80 -0.90 -0.40
H -1.12 -0.07 -0.76
H 0.02 -0.67 0.03
O 0.45 1.43 -2.78
H -0.14 2.14 -2.54
H 0.54 1.50 -3.73
O 1.44 -0.03 1.34
H 1.43 -0.34 2.25
H 2.34 -0.15 1.05
O -1.28 -1.14 2.18
H -1.08 -1.41 1.28
H -1.81 -0.35 2.08
*
```

ii) Formula: H8O4
Source: the Open Molecules 2025 dataset
Level of theory: ωB97M-V/def2-TZVPD

lowest unoccupied orbital energy: 0.024 Eh
SMILES string: O.O.O.O

```
! RIJCOSX wB97M-V def2-TZVPD def2/J DEFGRID3
* xyz 0 1
O 0.01 -0.92 -0.84
H 0.93 -0.93 -1.15
H -0.08 -0.09 -0.36
O -0.88 1.49 0.81
H -1.50 2.21 0.70
H -1.26 0.93 1.50
O -1.72 -1.51 1.34
H -2.58 -1.71 0.95
H -1.08 -1.66 0.62
O 2.52 0.44 -1.36
H 2.55 0.67 -0.43
H 3.10 1.08 -1.79
*
```

Verdict on stability: ii) comes out on top.

i) Formula: H8O4
Source: the Open Molecules 2025 dataset
Level of theory: ωB97M-V/def2-TZVPD

lowest unoccupied orbital energy: 0.024 Eh
SMILES string: O.O.O.O

```
! RIJCOSX wB97M-V def2-TZVPD def2/J DEFGRID3
* xyz 0 1
O 1.43 -0.59 -1.81
H 2.09 0.02 -2.11
H 1.26 -0.39 -0.87
O -0.42 0.50 3.67
H -1.07 0.52 2.95
H 0.20 -0.12 3.30
O -1.23 0.02 -2.11
H -0.36 -0.20 -2.35
H -1.70 -0.65 -2.62
O 0.14 -0.02 0.59
H 0.08 0.50 1.40
H -0.42 0.42 -0.04
*
```

ii) Formula: H8O4
Source: the Open Molecules 2025 dataset
Level of theory: ωB97M-V/def2-TZVPD

lowest unoccupied orbital energy: 0.021 Eh
SMILES string: O.O.O.O

```
! RIJCOSX wB97M-V def2-TZVPD def2/J DEFGRID3
* xyz 0 1
O 0.31 1.68 1.47
H 0.47 1.00 2.17
H -0.44 1.38 0.92
O 1.33 0.14 -0.79
H 1.19 0.84 -0.20
H 2.29 0.01 -0.83
O -0.19 -2.01 -0.92
H 0.61 -1.42 -0.70
H -0.40 -1.48 -1.72
O -1.76 0.17 0.48
H -1.21 -0.64 0.45
H -2.20 0.33 -0.34
*
```

Verdict on stability: ii) comes out on top.

i) Formula: H8O4
Source: the Open Molecules 2025 dataset
Level of theory: ωB97M-V/def2-TZVPD

lowest unoccupied orbital energy: 0.013 Eh

```
! RIJCOSX wB97M-V def2-TZVPD def2/J DEFGRID3
* xyz 0 1
H -0.35 0.99 0.57
H -0.04 2.09 -0.36
H 3.25 -1.23 -0.84
H 1.94 -1.71 -0.36
H 2.32 0.39 -0.49
H 1.48 -0.02 0.72
H -3.65 -0.34 0.09
H -5.05 0.01 0.60
O -0.17 1.09 -0.37
O 2.64 -1.15 -0.03
O 2.25 0.49 0.45
O -4.62 -0.61 0.02
*
```

ii) Formula: H8O4
Source: the Open Molecules 2025 dataset
Level of theory: ωB97M-V/def2-TZVPD

lowest unoccupied orbital energy: 0.016 Eh
SMILES string: O.O.O.O

```
! RIJCOSX wB97M-V def2-TZVPD def2/J DEFGRID3
* xyz 0 1
O -22.46 -1.89 19.13
H -21.77 -1.40 19.58
H -23.24 -1.75 19.66
O -22.57 -6.73 19.27
H -23.45 -7.08 19.16
H -22.59 -5.87 18.85
O -22.38 -2.63 14.72
H -22.46 -2.61 15.67
H -23.23 -2.95 14.41
O -18.15 -2.86 13.50
H -17.95 -3.52 12.83
H -19.06 -3.02 13.73
*
```

Verdict on stability: ii) comes out on top.

i) Formula: H8O4
Source: the Open Molecules 2025 dataset
Level of theory: ωB97M-V/def2-TZVPD

lowest unoccupied orbital energy: 0.016 Eh
SMILES string: O.O.O.O

```
! RIJCOSX wB97M-V def2-TZVPD def2/J DEFGRID3
* xyz 0 1
O -0.30 -0.97 -0.20
H -0.83 -1.76 -0.22
H -0.72 -0.24 0.23
O -0.68 1.53 0.93
H 0.23 1.62 0.80
H -0.63 1.62 1.86
O 1.76 -0.84 1.73
H 1.21 -0.99 0.98
H 2.50 -0.39 1.27
O -0.78 0.24 -2.82
H -1.54 0.53 -2.32
H -0.23 -0.34 -2.25
*
```

ii) Formula: H8O4
Source: the Open Molecules 2025 dataset
Level of theory: ωB97M-V/def2-TZVPD

lowest unoccupied orbital energy: 0.008 Eh
SMILES string: O.O.O.O

```
! RIJCOSX wB97M-V def2-TZVPD def2/J DEFGRID3
* xyz 0 1
O 2.46 -1.19 -1.12
H 2.86 -1.06 -1.98
H 2.95 -1.91 -0.72
O -0.46 0.77 0.04
H 0.21 0.23 -0.38
H -0.54 0.40 0.92
O -2.76 3.96 -0.92
H -2.72 4.58 -0.19
H -2.22 3.22 -0.65
O -0.16 -3.11 1.95
H -0.28 -3.23 1.01
H 0.67 -2.65 2.03
*
```

Verdict on stability: i) comes out on top.

i) Formula: H8O4
Source: the Open Molecules 2025 dataset
Level of theory: ωB97M-V/def2-TZVPD

lowest unoccupied orbital energy: 0.018 Eh
SMILES string: O.O.O.O

```
! RIJCOSX wB97M-V def2-TZVPD def2/J DEFGRID3
* xyz 0 1
O 2.23 -0.59 1.63
H 2.97 -0.03 1.29
H 2.31 -1.49 1.42
O -0.17 -0.39 -0.16
H 0.30 -0.47 0.67
H -0.32 0.57 -0.13
O -0.22 2.27 -1.47
H 0.02 2.98 -0.94
H -1.02 2.49 -1.83
O -2.15 -1.99 -0.42
H -2.47 -2.06 0.37
H -1.48 -1.29 -0.44
*
```

ii) Formula: H8O4
Source: the Open Molecules 2025 dataset
Level of theory: ωB97M-V/def2-TZVPD

lowest unoccupied orbital energy: 0.005 Eh
SMILES string: O.O.O.O

```
! RIJCOSX wB97M-V def2-TZVPD def2/J DEFGRID3
* xyz 0 1
O 15.35 5.67 4.77
H 16.07 5.74 5.28
H 14.66 6.15 5.16
O 10.91 8.34 7.74
H 11.24 7.85 8.54
H 10.58 7.63 7.08
O 14.93 8.81 8.83
H 14.89 9.67 8.57
H 14.09 8.60 9.12
O 13.50 7.65 6.32
H 12.60 7.84 6.52
H 13.96 8.22 6.90
*
```

Verdict on stability: ii) comes out on top.

i) Formula: C3H6S2
Source: the Open Molecules 2025 dataset
Level of theory: ωB97M-V/def2-TZVPD

lowest unoccupied orbital energy: -0.016 Eh

```
! RIJCOSX wB97M-V def2-TZVPD def2/J DEFGRID3
* xyz 0 1
C 1.08 1.46 -1.69
C -1.36 -0.66 0.76
C -0.18 -1.61 0.64
S 2.17 2.53 -1.20
S -1.09 0.66 1.69
H 0.11 1.24 -1.19
H 1.26 0.69 -2.46
H -0.51 -2.66 1.07
H 0.75 -1.26 1.22
H 0.02 -1.66 -0.42
H -2.25 1.26 1.58
*
```

ii) Formula: C3H6S2
Source: the Open Molecules 2025 dataset
Level of theory: ωB97M-V/def2-TZVPD

lowest unoccupied orbital energy: -0.025 Eh

```
! RIJCOSX wB97M-V def2-TZVPD def2/J DEFGRID3
* xyz 0 1
C 0.38 -0.05 -0.48
C -0.54 -1.02 0.23
C -0.51 1.05 0.05
H 1.82 1.39 1.16
H 0.30 -0.13 -1.54
H -0.49 -2.10 -0.31
H -0.37 -1.28 1.30
H -0.07 1.30 1.06
H -0.33 2.05 -0.58
S 2.17 -0.08 0.01
S -1.97 0.01 -0.01
*
```

Verdict on stability: ii) comes out on top.